The following is a DFT calculation (ωB97M-V/def2-TZVPD) of 2 unconnected molecules or ions with the total composition CH4N2OS in a non-equilibrium geometry.

```
9
Properties=species:S:1:pos:R:3
C 0.9474 0.6536 0.2219
N -0.1299 -0.1626 -0.2936
N 0.1201 -0.7062 -1.3774
O -0.5015 -1.3831 -2.1006
S -1.7276 -0.0021 1.5381
H 0.5600 1.4983 0.8488
H 1.6462 0.0602 0.7759
H 1.4404 0.9788 -0.6025
H -2.3552 -0.9370 0.9894
```

For the HOMO energy (spin up / spin down), the calculation gives -9.20 / -9.29 eV. As for the LUMO energy (spin up / spin down): -0.0482 / -0.0532 hartree. The value obtained for the molar mass is 92.12 g mol⁻¹. For the HOMO-LUMO gap (spin up / spin down), the calculation gives 7.8852 / 7.8413 eV. The energy above the lowest of the compared OMol25 structures with the same formula, charge and spin comes out at 5.346 eV.

List of natural (NBO) charges in e, atom by atom: -0.43, -0.19, 0.34, -0.26, -0.18, 0.23, 0.21, 0.20, 0.09